# 1
{"formula": "C8H16N", "method": "the ωB97M-V functional and the def2-TZVPD basis", "elements": ["C", "C", "C", "C", "C", "C", "C", "C", "N", "H", "H", "H", "H", "H", "H", "H", "H", "H", "H", "H", "H", "H", "H", "H", "H"], "positions_angstrom": [[-1.991, 0.241, -0.378], [-2.419, -1.201, -0.395], [0.178, -0.026, 0.714], [-0.708, 0.798, 0.077], [-3.799, -1.257, 0.224], [-0.204, 2.088, -0.429], [2.612, -0.806, -0.179], [4.352, 0.712, 0.401], [3.218, 0.480, -0.113], [-2.677, 0.927, -0.789], [-1.706, -1.886, 0.150], [0.933, 0.417, 1.390], [-0.106, -1.041, 1.073], [-3.686, -0.568, 1.005], [-4.433, -1.034, -0.566], [-3.859, -2.249, 0.467], [-1.014, 2.848, -0.249], [-0.057, 1.900, -1.478], [0.681, 2.532, -0.013], [3.113, -1.182, -1.049], [2.774, -1.354, 0.721], [1.489, -0.543, -0.259], [5.062, -0.084, 0.832], [4.679, 1.749, 0.292], [-2.433, -1.459, -1.451]], "forces_ev_per_a": [[3.8646, -0.9288, 0.9474], [2.2294, 0.9293, 0.6003], [-0.7727, -1.0631, 3.2369], [-1.4419, -1.9029, -1.4715], [2.1888, 0.5590, -1.1786], [-2.2939, 1.7332, 0.1828], [0.1086, 1.7777, 0.1511], [0.2911, -0.8269, -0.3119], [0.3978, 1.3088, 0.7105], [-0.9122, 0.8907, -0.4160], [-0.5751, 0.8570, -0.8054], [-0.0311, -0.1036, -1.0065], [0.2383, 0.7138, -0.7022], [-1.2395, 0.5877, 1.5504], [-1.9360, 0.7871, -0.7804], [-1.0122, -2.3018, 1.3139], [0.7188, -0.4318, -0.6992], [0.1394, 0.5721, -0.6079], [0.5502, -0.4871, 0.4472], [-0.7912, -1.2122, -0.7018], [-0.0187, -0.9292, 0.5451], [0.9780, -1.0609, -0.6728], [-1.0597, 1.0994, -0.4312], [0.3345, -0.3151, 0.3913], [0.0447, -0.2528, -0.2915]], "lowdin_charge": [0.143, -0.210, 0.095, -0.288, -0.040, -0.040, -0.110, -0.037, -0.110, 0.129, 0.129, 0.122, 0.114, 0.080, 0.078, 0.068, 0.115, 0.098, 0.087, 0.105, 0.089, 0.054, 0.112, 0.074, 0.143], "homo_ha": [-0.4713, -0.4713], "relative_energy_kj_mol": 501.0, "homo_lumo_gap_ha": [0.2374, 0.2375], "total_charge": 1}

---

# 2
{"formula": "C8H11IN2OS", "method": "the ωB97M-V functional and the def2-TZVPD basis", "elements": ["C", "C", "C", "C", "C", "C", "C", "C", "N", "N", "O", "S", "I", "H", "H", "H", "H", "H", "H", "H", "H", "H", "H", "H"], "positions_angstrom": [[-0.959, -1.073, 0.231], [-2.850, -0.111, -1.231], [-0.836, 1.186, -0.554], [-2.261, -1.250, -0.380], [1.258, 1.592, 0.731], [1.189, 0.152, 0.382], [1.612, -0.690, 1.561], [1.974, -0.092, -0.946], [-2.132, 1.179, -1.048], [-0.270, -0.015, 0.000], [-3.894, -0.105, -1.768], [0.099, 2.544, -0.282], [4.167, -0.095, -0.556], [-0.619, -1.941, 0.812], [-2.427, -2.213, -0.844], [-3.050, -1.397, 0.559], [0.817, 1.698, 1.747], [2.253, 1.983, 0.739], [1.684, -1.855, 1.443], [0.985, -0.790, 2.423], [2.579, -0.350, 1.815], [1.630, 0.708, -1.714], [1.569, -1.023, -1.437], [-2.518, 1.959, -1.681]], "forces_ev_per_a": [[-0.9205, -1.0960, -0.9671], [0.1961, 0.5583, 1.4896], [-2.6150, 0.2083, -0.5794], [-3.0650, 0.6429, 1.9655], [-1.1429, 0.7170, 2.1765], [0.2972, -0.6574, -1.1428], [-0.5436, -3.5301, -0.5013], [-0.8584, 0.0867, -1.1280], [2.2347, -0.4020, -0.8179], [0.2069, 0.5326, 0.5265], [0.2110, -0.2499, -0.4642], [-0.0383, -0.1808, -0.5765], [-1.5537, 0.0349, -0.6550], [0.6317, 0.6656, -0.1265], [0.3474, -0.4260, -0.3089], [1.6807, 0.4836, -1.9874], [0.5597, 0.2384, -0.3990], [0.5899, 0.3990, -0.3021], [0.3908, 2.0360, -0.9693], [-0.7526, 1.3694, 0.6704], [1.0280, 0.2022, 0.6166], [1.2015, -0.9908, 1.2886], [1.0982, 0.4546, 0.7238], [0.8159, -1.0965, 1.4678]], "lowdin_charge": [0.080, -0.353, -0.426, 0.012, -0.338, -0.610, -0.058, -0.509, 0.187, 0.047, 0.234, 1.261, 0.949, 0.187, 0.163, 0.253, 0.132, 0.094, 0.153, 0.097, 0.039, 0.089, 0.088, 0.230], "homo_ha": -0.5927, "relative_energy_kj_mol": 0.0, "homo_lumo_gap_ha": 0.2119, "total_charge": 2}

---

Repeat the first record exactly.
{"formula": "C8H16N", "method": "the ωB97M-V functional and the def2-TZVPD basis", "elements": ["C", "C", "C", "C", "C", "C", "C", "C", "N", "H", "H", "H", "H", "H", "H", "H", "H", "H", "H", "H", "H", "H", "H", "H", "H"], "positions_angstrom": [[-1.991, 0.241, -0.378], [-2.419, -1.201, -0.395], [0.178, -0.026, 0.714], [-0.708, 0.798, 0.077], [-3.799, -1.257, 0.224], [-0.204, 2.088, -0.429], [2.612, -0.806, -0.179], [4.352, 0.712, 0.401], [3.218, 0.480, -0.113], [-2.677, 0.927, -0.789], [-1.706, -1.886, 0.150], [0.933, 0.417, 1.390], [-0.106, -1.041, 1.073], [-3.686, -0.568, 1.005], [-4.433, -1.034, -0.566], [-3.859, -2.249, 0.467], [-1.014, 2.848, -0.249], [-0.057, 1.900, -1.478], [0.681, 2.532, -0.013], [3.113, -1.182, -1.049], [2.774, -1.354, 0.721], [1.489, -0.543, -0.259], [5.062, -0.084, 0.832], [4.679, 1.749, 0.292], [-2.433, -1.459, -1.451]], "forces_ev_per_a": [[3.8646, -0.9288, 0.9474], [2.2294, 0.9293, 0.6003], [-0.7727, -1.0631, 3.2369], [-1.4419, -1.9029, -1.4715], [2.1888, 0.5590, -1.1786], [-2.2939, 1.7332, 0.1828], [0.1086, 1.7777, 0.1511], [0.2911, -0.8269, -0.3119], [0.3978, 1.3088, 0.7105], [-0.9122, 0.8907, -0.4160], [-0.5751, 0.8570, -0.8054], [-0.0311, -0.1036, -1.0065], [0.2383, 0.7138, -0.7022], [-1.2395, 0.5877, 1.5504], [-1.9360, 0.7871, -0.7804], [-1.0122, -2.3018, 1.3139], [0.7188, -0.4318, -0.6992], [0.1394, 0.5721, -0.6079], [0.5502, -0.4871, 0.4472], [-0.7912, -1.2122, -0.7018], [-0.0187, -0.9292, 0.5451], [0.9780, -1.0609, -0.6728], [-1.0597, 1.0994, -0.4312], [0.3345, -0.3151, 0.3913], [0.0447, -0.2528, -0.2915]], "lowdin_charge": [0.143, -0.210, 0.095, -0.288, -0.040, -0.040, -0.110, -0.037, -0.110, 0.129, 0.129, 0.122, 0.114, 0.080, 0.078, 0.068, 0.115, 0.098, 0.087, 0.105, 0.089, 0.054, 0.112, 0.074, 0.143], "homo_ha": [-0.4713, -0.4713], "relative_energy_kj_mol": 501.0, "homo_lumo_gap_ha": [0.2374, 0.2375], "total_charge": 1}

---

What did the first record say?
{"formula": "C8H16N", "method": "the ωB97M-V functional and the def2-TZVPD basis", "elements": ["C", "C", "C", "C", "C", "C", "C", "C", "N", "H", "H", "H", "H", "H", "H", "H", "H", "H", "H", "H", "H", "H", "H", "H", "H"], "positions_angstrom": [[-1.991, 0.241, -0.378], [-2.419, -1.201, -0.395], [0.178, -0.026, 0.714], [-0.708, 0.798, 0.077], [-3.799, -1.257, 0.224], [-0.204, 2.088, -0.429], [2.612, -0.806, -0.179], [4.352, 0.712, 0.401], [3.218, 0.480, -0.113], [-2.677, 0.927, -0.789], [-1.706, -1.886, 0.150], [0.933, 0.417, 1.390], [-0.106, -1.041, 1.073], [-3.686, -0.568, 1.005], [-4.433, -1.034, -0.566], [-3.859, -2.249, 0.467], [-1.014, 2.848, -0.249], [-0.057, 1.900, -1.478], [0.681, 2.532, -0.013], [3.113, -1.182, -1.049], [2.774, -1.354, 0.721], [1.489, -0.543, -0.259], [5.062, -0.084, 0.832], [4.679, 1.749, 0.292], [-2.433, -1.459, -1.451]], "forces_ev_per_a": [[3.8646, -0.9288, 0.9474], [2.2294, 0.9293, 0.6003], [-0.7727, -1.0631, 3.2369], [-1.4419, -1.9029, -1.4715], [2.1888, 0.5590, -1.1786], [-2.2939, 1.7332, 0.1828], [0.1086, 1.7777, 0.1511], [0.2911, -0.8269, -0.3119], [0.3978, 1.3088, 0.7105], [-0.9122, 0.8907, -0.4160], [-0.5751, 0.8570, -0.8054], [-0.0311, -0.1036, -1.0065], [0.2383, 0.7138, -0.7022], [-1.2395, 0.5877, 1.5504], [-1.9360, 0.7871, -0.7804], [-1.0122, -2.3018, 1.3139], [0.7188, -0.4318, -0.6992], [0.1394, 0.5721, -0.6079], [0.5502, -0.4871, 0.4472], [-0.7912, -1.2122, -0.7018], [-0.0187, -0.9292, 0.5451], [0.9780, -1.0609, -0.6728], [-1.0597, 1.0994, -0.4312], [0.3345, -0.3151, 0.3913], [0.0447, -0.2528, -0.2915]], "lowdin_charge": [0.143, -0.210, 0.095, -0.288, -0.040, -0.040, -0.110, -0.037, -0.110, 0.129, 0.129, 0.122, 0.114, 0.080, 0.078, 0.068, 0.115, 0.098, 0.087, 0.105, 0.089, 0.054, 0.112, 0.074, 0.143], "homo_ha": [-0.4713, -0.4713], "relative_energy_kj_mol": 501.0, "homo_lumo_gap_ha": [0.2374, 0.2375], "total_charge": 1}